(1)
Here is C29H20N4NiO2S as an isolated structure from the OMol25 dataset. Energies are from wB97M-V/def2-TZVPD.

XYZ file:
```
57
Properties=species:S:1:pos:R:3:forces:R:3:mulliken_charge:R:1
Ni 0.107 1.828 -1.467 -0.110 -0.005 -0.014 -0.357
C -1.027 -5.159 1.929 -0.004 0.004 0.000 -0.923
O -0.006 -4.499 1.208 0.004 -0.004 0.000 -0.430
C 0.845 -3.703 1.911 0.000 0.003 -0.002 0.815
C 0.760 -3.479 3.278 0.000 -0.002 0.000 -0.429
C 1.681 -2.634 3.887 -0.005 -0.001 0.003 -0.510
C 2.647 -1.979 3.145 0.006 0.005 -0.011 -0.147
C 2.758 -2.247 1.779 0.000 -0.001 -0.001 -0.045
C 1.866 -3.103 1.171 -0.002 -0.003 0.003 -0.640
N 3.547 -1.128 3.879 0.004 -0.017 0.011 -0.409
N 3.893 -0.010 3.467 -0.008 0.012 -0.002 -0.607
C 3.335 0.557 2.274 0.003 0.007 -0.003 -0.085
C 4.210 1.042 1.333 0.002 -0.001 0.000 -0.435
C 3.787 1.557 0.098 -0.001 -0.003 0.000 -0.800
C 2.438 1.605 -0.214 0.007 0.000 0.003 1.074
O 1.943 2.082 -1.321 -0.005 0.001 0.000 -0.865
C 1.523 1.142 0.787 0.002 0.003 0.003 0.532
N 0.211 1.232 0.434 0.033 -0.011 0.007 -0.829
C -0.709 1.009 1.344 0.001 0.012 -0.010 -0.200
C -0.386 0.640 2.660 0.009 -0.001 0.005 -1.005
C 0.925 0.457 3.004 -0.008 -0.003 0.010 -0.438
C 1.940 0.687 2.049 0.001 0.007 -0.009 0.722
H -1.584 -5.742 1.202 0.000 0.000 0.000 0.241
H -1.699 -4.443 2.412 0.002 0.000 0.001 0.342
H -0.611 -5.828 2.687 0.000 -0.002 -0.001 0.399
H 0.001 -3.957 3.880 0.000 0.000 0.000 0.428
H 1.641 -2.464 4.956 0.002 0.000 0.000 0.451
H 3.536 -1.780 1.192 -0.002 -0.003 0.000 0.463
H 1.937 -3.322 0.113 0.000 0.000 0.000 0.453
H 5.270 0.991 1.555 0.000 -0.001 0.001 0.402
H 4.508 1.928 -0.618 -0.001 0.001 -0.001 0.462
H -1.740 1.123 1.038 -0.002 -0.007 0.007 0.613
H -1.178 0.496 3.381 -0.002 0.002 -0.002 0.445
H 1.190 0.166 4.011 0.000 0.000 -0.002 0.597
S -3.874 1.819 -3.240 0.005 -0.005 -0.004 -0.327
C -3.880 0.479 -2.132 0.002 0.007 0.008 0.651
C -4.905 -0.422 -1.870 0.002 0.002 0.002 -0.519
C -4.640 -1.481 -1.023 -0.005 0.002 -0.001 -0.590
C -3.367 -1.649 -0.469 0.002 -0.001 0.001 -0.601
C -2.353 -0.747 -0.719 0.000 -0.008 0.003 -0.402
C -2.620 0.352 -1.536 -0.003 -0.007 -0.012 -0.485
N -1.724 1.342 -1.918 0.043 0.006 0.004 -0.227
C -2.224 2.122 -2.846 -0.018 0.000 -0.001 1.254
C -1.318 3.050 -3.491 0.009 0.007 0.004 0.361
C -1.659 3.937 -4.509 -0.002 -0.003 -0.003 -0.732
C -0.658 4.702 -5.079 0.001 0.001 0.000 -0.662
C 0.653 4.568 -4.627 0.000 0.000 -0.002 -0.593
C 0.977 3.685 -3.603 0.001 -0.006 0.001 0.054
C -0.007 2.901 -3.013 0.039 0.009 0.007 -0.034
H -5.877 -0.308 -2.332 0.000 -0.001 0.000 0.391
H -5.418 -2.201 -0.808 0.000 0.000 -0.001 0.394
H -3.167 -2.509 0.156 0.000 0.000 0.000 0.480
H -1.360 -0.899 -0.319 0.000 0.004 -0.002 0.767
H -2.684 4.027 -4.852 0.000 0.000 0.000 0.348
H -0.891 5.399 -5.873 0.000 0.000 0.000 0.390
H 1.433 5.166 -5.084 0.000 0.001 0.000 0.390
H 1.999 3.602 -3.257 -0.001 0.001 0.002 0.408
```
Positions in Å, forces in eV/Å.

Calculated values
total energy = -3393.09850 a.u.
orbital gap = 7.00 eV
HOMO energy = -7.294 eV
lowest unoccupied orbital energy = -0.29 eV
F_max = 0.111 eV Å⁻¹
net charge = 0

---

(2)
Here is C29H20N4NiO2S as an isolated structure from the OMol25 dataset. Energies are from wB97M-V/def2-TZVPD.

XYZ file:
```
57
Properties=species:S:1:pos:R:3:forces:R:3:mulliken_charge:R:1
Ni -0.663 -0.821 0.975 0.077 -0.031 0.007 -0.357
C 2.894 4.868 5.101 -0.001 0.001 0.000 -0.920
O 1.836 4.771 4.167 -0.001 0.001 0.001 -0.431
C 0.603 4.456 4.648 0.001 0.001 -0.002 0.819
C 0.321 4.211 5.985 -0.004 -0.001 0.000 -0.423
C -0.980 3.887 6.357 0.001 0.002 -0.002 -0.516
C -1.981 3.758 5.413 0.010 -0.003 0.006 -0.132
C -1.701 4.053 4.076 -0.006 0.000 0.000 -0.057
C -0.422 4.401 3.701 0.008 -0.002 0.002 -0.640
N -3.288 3.421 5.912 -0.010 0.005 -0.009 -0.407
N -4.022 2.592 5.352 0.004 -0.007 0.016 -0.609
C -3.574 1.832 4.222 -0.007 0.004 -0.018 -0.090
C -4.379 1.814 3.110 0.008 -0.001 -0.003 -0.447
C -4.018 1.160 1.923 -0.005 -0.001 0.008 -0.798
C -2.812 0.482 1.837 0.004 -0.004 0.002 1.066
O -2.397 -0.175 0.791 -0.003 0.000 0.011 -0.867
C -1.992 0.465 3.012 -0.003 -0.003 -0.023 0.544
N -0.827 -0.230 2.875 -0.030 0.011 -0.001 -0.829
C -0.098 -0.462 3.942 0.001 0.003 -0.005 -0.189
C -0.455 0.019 5.213 -0.004 0.004 0.002 -1.016
C -1.571 0.795 5.348 0.004 -0.001 -0.004 -0.437
C -2.380 1.064 4.221 0.000 0.004 0.017 0.727
H 3.780 5.124 4.528 0.000 0.000 0.000 0.240
H 3.057 3.917 5.617 0.000 0.000 -0.001 0.341
H 2.702 5.650 5.840 0.001 0.000 0.000 0.397
H 1.087 4.281 6.744 0.001 0.000 0.000 0.427
H -1.221 3.715 7.399 0.000 0.000 0.000 0.449
H -2.482 4.003 3.330 0.000 0.000 0.000 0.464
H -0.188 4.633 2.670 0.000 0.000 0.000 0.452
H -5.317 2.355 3.157 -0.001 0.000 -0.001 0.403
H -4.678 1.169 1.067 0.001 0.000 -0.001 0.463
H 0.804 -1.044 3.804 -0.001 0.000 0.001 0.612
H 0.165 -0.224 6.064 0.001 -0.001 -0.001 0.444
H -1.856 1.180 6.318 -0.001 -0.001 0.000 0.592
S 3.112 -2.709 -0.109 -0.002 -0.004 -0.002 -0.329
C 3.535 -1.523 1.091 0.002 0.005 0.001 0.668
C 4.793 -1.213 1.594 0.002 -0.001 0.005 -0.528
C 4.901 -0.147 2.466 -0.001 0.001 0.000 -0.582
C 3.776 0.608 2.810 -0.004 -0.002 -0.003 -0.600
C 2.524 0.292 2.321 0.005 -0.002 0.000 -0.407
C 2.395 -0.810 1.476 -0.004 0.003 0.000 -0.470
N 1.228 -1.262 0.871 -0.011 0.006 0.001 -0.228
C 1.469 -2.193 -0.020 0.011 0.003 0.008 1.247
C 0.371 -2.589 -0.877 -0.005 -0.008 -0.013 0.342
C 0.441 -3.536 -1.896 0.001 0.001 0.004 -0.736
C -0.677 -3.740 -2.683 0.000 -0.002 -0.002 -0.649
C -1.833 -3.000 -2.442 -0.002 0.002 0.001 -0.604
C -1.892 -2.065 -1.415 0.003 -0.002 -0.001 0.059
C -0.783 -1.836 -0.609 -0.039 0.022 0.000 -0.013
H 5.666 -1.777 1.294 0.000 0.000 -0.001 0.393
H 5.870 0.120 2.866 0.000 0.000 0.000 0.391
H 3.888 1.467 3.460 0.001 -0.001 0.001 0.479
H 1.662 0.898 2.561 -0.002 0.000 -0.001 0.753
H 1.350 -4.100 -2.073 0.000 0.000 0.000 0.348
H -0.653 -4.467 -3.484 0.000 0.000 0.000 0.391
H -2.703 -3.161 -3.069 0.000 0.000 0.000 0.389
H -2.802 -1.508 -1.235 0.000 0.000 -0.001 0.409
```
Positions in Å, forces in eV/Å.

Calculated values
total energy = -3393.09852 a.u.
orbital gap = 7.00 eV
HOMO energy = -7.292 eV
lowest unoccupied orbital energy = -0.29 eV
F_max = 0.084 eV Å⁻¹
net charge = 0

---

(3)
Here is C29H21Cl2IrN5O2SSeTe as an isolated structure from the OMol25 dataset. Energies are from wB97M-V/def2-TZVPD.

XYZ file:
```
63
Properties=species:S:1:pos:R:3:forces:R:3:mulliken_charge:R:1
Ir 0.049 -0.945 -1.503 -0.001 1.425 -0.064 1.982
Cl -4.270 -1.902 -3.864 -0.015 -0.036 0.021 -0.240
C -3.433 -2.929 -2.747 -0.235 -0.113 0.055 0.379
C -3.963 -4.192 -2.450 0.016 0.182 -0.026 -0.558
C -3.349 -5.018 -1.549 -0.048 -0.093 0.079 0.706
Cl -4.072 -6.570 -1.179 0.065 0.087 -0.004 -0.294
C -2.148 -4.631 -0.920 -0.024 0.049 -0.064 -0.201
C -1.437 -5.401 0.028 -0.114 -0.021 -0.041 -0.869
C -0.259 -4.926 0.517 0.280 0.001 0.071 -1.043
C 0.246 -3.695 0.053 0.238 -0.242 0.132 -0.350
N -0.402 -2.945 -0.798 -0.238 -0.068 0.180 -0.315
C -1.607 -3.371 -1.261 -0.123 -0.089 -0.249 0.342
C -2.273 -2.449 -2.142 -0.062 0.094 -0.049 0.131
O -1.810 -1.264 -2.327 0.161 -0.278 -0.091 -0.888
H -4.883 -4.505 -2.925 0.041 0.035 -0.028 0.444
H -1.839 -6.351 0.352 0.015 -0.006 -0.023 0.394
H 0.312 -5.492 1.244 -0.006 0.031 -0.035 0.431
H 1.215 -3.332 0.375 -0.021 -0.009 0.079 0.679
Se 1.888 1.000 0.410 -0.277 0.730 0.053 0.480
N 1.740 -0.497 -0.537 -0.018 -0.724 -0.400 -0.307
C 2.887 -1.154 -0.456 0.508 -0.206 0.087 1.075
C 3.192 -2.371 -1.136 -0.084 0.005 0.028 -0.532
C 4.411 -2.927 -0.949 0.203 0.044 0.124 -0.741
C 5.398 -2.311 -0.100 -0.041 -0.227 -0.165 -0.491
C 5.149 -1.153 0.551 -0.093 0.154 0.050 -0.701
C 3.869 -0.529 0.392 0.125 -0.252 -0.125 0.298
N 3.513 0.604 0.972 -0.026 0.068 0.045 -0.833
H 2.456 -2.805 -1.800 -0.038 0.096 -0.004 0.358
H 4.652 -3.847 -1.465 0.083 0.010 0.014 0.406
H 6.369 -2.779 0.006 -0.039 -0.047 -0.025 0.369
H 5.893 -0.675 1.177 -0.052 0.000 -0.012 0.450
C -0.359 4.936 2.950 -0.015 -0.018 0.097 -0.711
C -0.607 6.414 2.755 -0.166 0.080 -0.045 0.603
O -0.749 7.186 3.676 0.065 -0.120 -0.055 -0.595
S -0.722 7.042 1.088 0.153 -0.041 0.084 -0.211
C -0.399 5.654 0.054 0.120 0.257 0.021 -0.163
C 0.905 5.153 -0.105 -0.163 -0.137 -0.072 -0.293
C 1.140 4.018 -0.843 -0.042 0.070 0.046 -0.716
C 0.067 3.306 -1.483 0.008 -0.306 -0.149 0.159
C -1.222 3.930 -1.432 -0.039 0.257 0.117 -0.840
C -1.440 5.058 -0.669 0.097 -0.354 -0.078 -0.179
C 0.247 2.070 -2.069 0.267 -0.191 0.044 1.011
C 0.375 0.866 -2.457 -0.658 0.175 0.791 -1.677
H -0.317 4.731 4.020 -0.049 0.055 -0.038 0.366
H 0.570 4.624 2.477 -0.016 0.007 -0.046 0.259
H -1.162 4.362 2.481 0.065 0.021 -0.033 0.079
H 1.732 5.663 0.381 -0.032 -0.021 -0.033 0.471
H 2.150 3.634 -0.947 -0.068 0.075 -0.021 0.661
H -2.037 3.484 -1.989 0.027 -0.010 0.043 0.452
H -2.434 5.491 -0.612 0.005 -0.041 -0.005 0.396
C -0.072 -1.119 2.541 0.076 0.180 -0.083 -1.006
C -0.890 -0.158 1.745 -0.260 0.004 0.059 0.250
N -1.102 -0.169 0.445 0.068 0.033 -0.312 -0.036
C -1.962 0.878 0.167 0.043 -0.129 -0.105 -0.698
C -2.269 1.532 1.313 0.041 -0.074 0.092 -0.831
N -1.584 0.862 2.311 0.004 0.001 -0.138 -0.011
H -0.060 -2.084 2.044 -0.042 -0.050 0.008 0.067
H -0.484 -1.237 3.545 -0.015 -0.037 -0.044 0.498
H 0.962 -0.778 2.639 -0.003 0.017 -0.010 0.166
H -2.289 1.062 -0.845 0.111 0.032 0.086 0.649
H -2.894 2.386 1.513 0.075 -0.055 -0.021 0.493
H -1.580 1.097 3.285 0.002 0.003 0.080 0.185
Te 0.988 -0.534 -3.951 0.162 -0.281 0.107 -0.355
```
Positions in Å, forces in eV/Å.

Calculated values
total energy = -5634.36169 a.u.
orbital gap (alpha / beta) = 3.80 / 3.79 eV
HOMO energy (alpha / beta) = -2.498 / -2.497 eV
lowest unoccupied orbital energy (alpha / beta) = 1.30 / 1.30 eV
energy above the lowest of the compared OMol25 structures with the same formula, charge and spin = 48.5 kcal per mole
F_max = 1.427 eV Å⁻¹
net charge = -1

---

(4)
Here is a 2-piece molecular cluster, C29H22BrF5N2O3 overall from the OMol25 dataset. Energies are from wB97M-V/def2-TZVPD.

XYZ file:
```
62
Properties=species:S:1:pos:R:3:forces:R:3:mulliken_charge:R:1
C -3.569 0.203 -3.764 -0.090 -0.137 -0.411 -1.310
C -2.285 0.967 -3.549 0.162 0.091 0.379 0.351
O -1.224 0.009 -3.273 -0.815 0.784 0.032 -0.364
C -0.041 0.647 -3.049 2.006 -0.469 -0.111 0.375
C 1.006 -0.271 -2.479 -0.997 0.739 -3.468 -1.038
C 2.325 -0.151 -3.072 0.219 0.244 -0.213 1.111
C 2.886 1.143 -3.240 0.812 -0.397 -0.007 -0.736
C 4.244 1.294 -3.501 -0.263 -0.551 -0.270 -0.473
C 5.045 0.172 -3.752 -1.005 -0.361 0.398 -0.051
Br 6.903 0.391 -3.967 0.383 0.005 -0.123 -0.248
C 4.478 -1.114 -3.768 0.161 0.688 0.056 -0.408
C 3.125 -1.279 -3.473 -0.045 0.683 0.490 -0.328
O 0.090 1.838 -3.351 -0.188 -0.949 0.531 -0.787
H -4.447 0.816 -3.541 0.110 0.090 0.015 0.361
H -3.643 -0.076 -4.820 -0.105 -0.320 0.243 0.360
H -3.607 -0.683 -3.126 0.010 0.036 -0.139 0.299
H -2.028 1.591 -4.422 -0.027 -0.317 0.430 0.304
H -2.354 1.607 -2.659 -0.005 -0.046 -0.591 -0.138
H 0.699 -1.310 -2.463 -0.544 -0.196 0.066 0.581
H 2.246 2.017 -3.146 0.201 -0.268 0.271 0.404
H 4.672 2.286 -3.500 0.115 0.051 -0.138 0.402
H 5.113 -1.972 -3.983 -0.191 0.158 -0.060 0.393
H 2.703 -2.291 -3.539 0.014 0.507 0.219 0.430
C -3.869 3.096 0.200 -0.139 0.619 -0.705 -0.742
N -3.601 2.189 1.301 0.603 -0.873 0.880 0.157
C -4.464 2.057 2.375 0.366 -0.054 -0.267 -0.750
C -3.916 1.163 3.216 -0.011 -0.379 0.228 -0.380
N -2.722 0.728 2.663 -0.170 0.231 0.011 0.403
C -1.886 -0.260 3.278 -0.276 0.130 0.210 -1.105
C -1.399 -0.012 4.555 0.377 0.633 0.381 0.411
F -1.641 1.194 5.131 0.107 -1.036 -0.336 -0.317
C -0.590 -0.944 5.202 0.168 0.118 0.515 0.436
F -0.116 -0.699 6.445 -0.382 -0.186 -1.156 -0.295
C -0.252 -2.122 4.536 0.514 -0.400 0.439 0.530
F 0.593 -2.994 5.125 -0.855 0.773 -0.568 -0.334
C -0.760 -2.392 3.265 0.479 -0.553 -0.318 0.447
F -0.389 -3.513 2.620 -0.454 0.913 0.581 -0.343
C -1.605 -1.471 2.662 -0.300 -0.282 -0.902 0.853
F -2.142 -1.732 1.451 0.513 0.186 0.967 -0.371
C -2.523 1.380 1.497 -1.656 0.718 -0.005 0.524
C -1.439 1.188 0.523 2.698 -0.033 -3.182 -0.083
C -0.132 0.696 0.976 -0.960 0.935 0.718 -1.228
C 0.754 0.080 0.158 -0.974 0.045 1.715 0.808
C 1.825 -0.711 0.736 1.206 -0.376 0.583 0.847
C 2.488 -1.685 -0.047 -0.495 0.588 0.097 -0.127
C 3.417 -2.550 0.512 0.205 -0.230 0.612 -0.667
C 3.677 -2.514 1.894 -0.321 0.238 -0.639 -0.577
C 3.042 -1.545 2.683 0.320 -0.247 0.005 -0.575
C 2.180 -0.627 2.107 -0.114 -0.084 -0.246 -0.377
O -1.640 1.429 -0.687 -0.644 -0.327 2.501 -0.637
H -3.117 2.960 -0.578 -0.172 -0.017 0.179 0.161
H -4.865 2.876 -0.206 0.326 -0.039 0.107 0.365
H -3.862 4.136 0.557 0.064 -0.373 0.018 0.322
H -5.400 2.586 2.451 0.165 0.040 -0.109 0.482
H -4.291 0.773 4.146 0.107 -0.039 0.013 0.497
H 0.082 0.867 2.028 -0.163 -0.342 0.121 0.591
H 0.633 0.090 -0.953 0.128 -0.484 0.103 -0.346
H 2.234 -1.722 -1.102 0.249 -0.123 0.247 0.208
H 3.938 -3.271 -0.123 -0.209 0.231 0.214 0.425
H 4.379 -3.217 2.338 -0.164 0.156 -0.078 0.400
H 3.249 -1.515 3.757 -0.017 0.121 -0.360 0.466
H 1.792 0.175 2.738 -0.034 -0.263 -0.174 0.433
```
Positions in Å, forces in eV/Å.

Calculated values
total energy = -4526.66872 a.u.
orbital gap = 3.34 eV
HOMO energy = -5.296 eV
lowest unoccupied orbital energy = -1.96 eV
energy above the lowest of the compared OMol25 structures with the same formula, charge and spin = 69.2 kcal per mole
F_max = 4.172 eV Å⁻¹
net charge = 0

---

Q: Which value of total energy does entry 3 give?
A: -5634.36169 a.u.